1.
A 3-piece molecular cluster, C35H50F5NO8 overall at a distorted geometry, computed with wB97M-V/def2-TZVPD.

The geometry in XYZ format:
```
99
Properties=species:S:1:pos:R:3:forces:R:3
C 14.595 -1.061 1.453 0.01 0.27 -0.74
C 13.823 -0.367 0.291 0.26 -0.66 0.84
C 12.436 0.135 0.700 -0.22 0.15 -0.77
C 11.527 0.289 -0.541 0.73 0.64 0.13
C 10.530 1.441 -0.425 -0.47 -0.73 -0.02
C 9.308 1.134 0.444 -0.01 0.77 0.21
C 8.281 2.300 0.390 0.01 -1.00 -0.39
C 6.849 1.768 0.162 0.08 1.44 0.49
C 5.783 2.763 0.684 -0.54 -0.53 -0.15
C 4.657 2.101 1.518 0.10 0.14 -0.38
C 3.578 1.344 0.666 0.60 1.64 0.43
C 2.404 2.319 0.418 0.36 -0.70 -0.04
C 1.080 1.633 0.049 -0.58 0.46 0.53
C 0.054 1.645 1.219 1.38 0.33 -0.53
N -1.218 2.310 0.886 0.36 -1.29 1.08
C -1.943 2.709 2.025 -1.28 0.86 0.50
O -1.532 3.137 3.082 0.21 -0.55 -1.02
C -3.395 2.535 1.668 0.53 0.05 0.21
C -4.536 2.898 2.331 0.48 0.52 0.80
C -5.737 2.622 1.732 -0.72 0.30 0.52
C -5.840 1.994 0.505 -0.70 0.02 0.24
C -7.223 1.786 -0.060 0.24 -0.23 -0.49
C -7.494 0.358 -0.582 -0.44 0.06 -0.02
C -8.508 -0.446 0.245 0.65 -0.04 -0.34
C -9.859 0.231 0.424 0.27 -0.69 0.69
F -10.073 1.257 -0.420 0.00 -0.04 -0.29
F -9.877 0.763 1.681 -0.12 0.15 0.03
C -11.109 -0.732 0.339 -0.49 1.59 0.06
F -11.964 -0.409 1.313 0.04 -0.46 0.13
F -11.767 -0.491 -0.807 0.27 -0.55 -0.16
F -10.805 -2.019 0.424 0.02 -0.11 -0.03
C -4.679 1.626 -0.141 -0.38 -0.49 -1.05
C -3.489 1.903 0.458 1.53 -0.10 -0.36
C -2.081 1.650 -0.020 -0.06 -0.29 -1.42
O -1.725 1.030 -1.011 -0.45 0.69 1.50
H 14.940 -2.045 1.133 0.04 -0.01 0.12
H 15.478 -0.466 1.686 -0.02 -0.13 0.38
H 13.970 -1.197 2.334 0.09 0.11 0.08
H 13.769 -1.077 -0.537 -0.27 0.09 -0.06
H 14.423 0.473 -0.058 -0.12 0.05 -0.17
H 12.558 1.130 1.137 -0.08 -0.08 0.23
H 11.960 -0.505 1.445 0.13 -0.06 0.04
H 12.208 0.537 -1.363 -0.11 -0.08 -0.10
H 11.059 -0.662 -0.804 -0.15 0.05 0.06
H 10.168 1.713 -1.422 0.07 0.03 0.00
H 11.042 2.313 -0.008 0.01 0.06 -0.12
H 8.788 0.225 0.135 0.27 -0.11 -0.15
H 9.647 0.986 1.474 -0.13 -0.15 0.02
H 8.323 2.924 1.282 0.10 0.02 -0.02
H 8.556 2.894 -0.486 -0.08 0.39 0.23
H 6.693 0.831 0.678 0.16 -0.29 -0.10
H 6.720 1.652 -0.913 -0.09 -0.53 0.04
H 6.250 3.551 1.279 0.04 -0.07 0.05
H 5.296 3.268 -0.157 0.07 0.11 0.01
H 5.087 1.452 2.286 0.10 -0.04 -0.08
H 4.180 2.934 2.043 -0.16 -0.24 0.19
H 3.295 0.398 1.126 -0.24 0.11 0.07
H 4.039 1.130 -0.287 -0.13 -0.33 -0.14
H 2.314 2.952 1.304 -0.40 -0.03 -0.04
H 2.717 2.989 -0.386 -0.07 0.02 0.00
H 0.621 2.181 -0.771 -0.02 -0.28 -0.18
H 1.225 0.593 -0.239 0.17 0.11 -0.35
H -0.112 0.643 1.626 -0.31 -0.01 -0.23
H 0.529 2.204 2.021 -0.42 0.19 0.15
H -4.469 3.409 3.283 -0.09 -0.03 0.03
H -6.650 2.927 2.231 -0.01 -0.04 0.03
H -7.964 2.067 0.685 0.06 0.03 0.04
H -7.350 2.487 -0.890 -0.04 0.00 0.02
H -7.865 0.400 -1.607 0.06 0.03 -0.02
H -6.579 -0.234 -0.607 0.05 0.08 -0.01
H -8.586 -1.435 -0.206 -0.31 0.05 -0.06
H -8.106 -0.615 1.245 -0.13 0.03 0.07
H -4.708 1.150 -1.115 0.06 -0.03 0.02
C 2.191 -4.175 -0.256 -0.19 0.29 0.07
C 3.570 -3.634 -0.539 -0.51 -0.28 0.13
C 4.585 -3.891 0.547 0.24 -0.16 -0.04
O 5.512 -2.817 0.342 -0.17 0.04 0.00
C 4.814 -1.788 -0.203 -0.01 0.13 -0.04
O 5.224 -0.680 -0.324 0.22 -0.62 -0.17
O 3.575 -2.197 -0.584 0.31 -0.04 0.02
H 1.860 -3.899 0.746 0.07 0.00 0.02
H 1.466 -3.762 -0.958 0.05 -0.08 -0.09
H 2.181 -5.262 -0.339 0.04 0.01 -0.03
H 3.925 -3.996 -1.508 0.10 0.02 0.03
H 5.079 -4.855 0.454 0.19 0.12 -0.04
H 4.165 -3.794 1.551 -0.13 -0.02 -0.06
C -13.035 -1.889 -3.476 -0.11 -0.02 -0.42
C -14.050 -2.739 -2.756 0.43 0.33 -0.24
C -13.560 -4.109 -2.361 0.02 -0.10 0.29
O -14.782 -4.854 -2.301 0.02 0.11 -0.12
C -15.646 -4.272 -3.177 -0.08 0.01 -0.09
O -16.679 -4.743 -3.518 -0.02 -0.03 0.00
O -15.157 -3.078 -3.609 -0.04 -0.23 0.24
H -12.556 -2.446 -4.284 -0.04 -0.07 0.03
H -13.513 -1.020 -3.928 -0.01 0.05 0.13
H -12.266 -1.547 -2.788 -0.03 -0.01 0.03
H -14.450 -2.197 -1.894 -0.01 -0.09 0.04
H -13.049 -4.122 -1.401 -0.16 -0.12 0.07
H -12.918 -4.565 -3.119 0.03 0.14 -0.05
```
Positions in Å, forces in eV/Å.

Calculated values
Total charge: 0
E in eV: -68565.048
Gap between HOMO and LUMO in Ha: 0.3520
SMILES: CCCCCCCCCCCCCCN1C(=O)c2ccc(CCCC(F)(F)C(F)(F)F)cc2C1=O.C[C@@H]1COC(=O)O1.C[C@@H]1COC(=O)O1
E_HOMO in eV: -9.85
ΔE to the lowest compared entry with this formula, charge and spin in eV: 0.000
Spin multiplicity: 1

Which charges does Mulliken predict for the atoms? In e, they are: -1.06, -0.53, -0.58, -0.82, -0.63, -0.56, -0.77, -0.48, -0.78, -1.15, -0.17, -1.14, -0.43, -1.03, 0.19, -0.01, -0.61, 0.30, -1.18, -0.52, 0.94, -0.61, -0.68, -1.19, 1.11, -0.31, -0.32, 0.49, -0.27, -0.28, -0.26, -0.62, 0.61, 0.03, -0.62, 0.26, 0.27, 0.35, 0.35, 0.36, 0.23, 0.37, 0.37, 0.35, 0.43, 0.23, 0.37, 0.20, 0.43, 0.36, 0.32, 0.21, 0.57, 0.23, 0.40, 0.51, 0.32, 0.42, 0.44, 0.28, 0.38, 0.35, 0.29, 0.57, 0.48, 0.37, 0.35, 0.33, 0.30, 0.55, 0.41, 0.39, 0.58, -1.48, 0.50, -0.53, -0.31, 0.53, -0.44, -0.31, 0.34, 0.36, 0.39, 0.28, 0.31, 0.30, -1.25, 0.57, -0.46, -0.33, 0.60, -0.52, -0.37, 0.36, 0.36, 0.26, 0.23, 0.25, 0.33


2.
C35H50N8O6S2Sr as an isolated structure at a distorted geometry, computed with wB97M-V/def2-TZVPD.

The geometry in XYZ format:
```
102
Properties=species:S:1:pos:R:3:forces:R:3
Sr 2.219 1.766 -1.519 0.39 0.03 -0.18
N 0.266 0.069 -1.286 0.12 -0.70 0.29
C 0.458 -0.338 0.131 -1.33 -0.64 -0.14
C -0.219 -1.682 0.458 -0.23 0.52 -1.05
C -0.349 -2.069 1.931 0.49 -0.75 -0.57
N -1.448 -1.518 2.695 -0.41 0.86 -0.16
H -0.681 0.410 -1.375 -0.21 0.07 -0.02
H 0.332 -0.735 -1.917 0.06 0.30 0.30
H -0.080 0.417 0.684 0.34 0.42 0.48
H 1.506 -0.343 0.444 0.18 0.16 -0.15
H 0.294 -2.468 -0.110 0.06 -0.14 0.19
H -1.207 -1.617 -0.014 0.04 -0.24 0.33
H 0.598 -1.766 2.408 -0.18 -0.46 0.21
H -0.465 -3.179 1.915 0.29 0.69 0.43
H -2.334 -1.749 2.226 0.42 0.20 0.05
H -1.375 -0.488 2.670 -0.19 -0.70 0.05
C 2.657 -3.007 -1.956 1.76 0.95 2.01
C 2.903 -1.933 -2.968 -0.38 -0.62 -1.44
N 2.587 -0.638 -2.967 1.18 -1.13 -0.27
C 2.954 -0.210 -4.227 -0.65 1.86 -0.89
C 3.446 -1.203 -5.010 -0.25 -1.33 0.13
N 3.382 -2.314 -4.200 0.31 -0.88 0.73
C 3.789 -1.428 -6.446 0.68 -0.56 -0.97
O 3.632 -0.485 -7.309 -0.61 1.17 0.96
O 4.217 -2.507 -6.812 0.11 -0.98 0.83
C 2.523 1.155 -4.780 -1.12 -0.10 0.33
O 2.626 1.331 -6.041 0.15 0.11 1.55
O 1.935 1.908 -3.959 0.88 -0.29 -1.15
H 2.263 -2.556 -1.017 -0.32 -0.49 -0.89
H 3.637 -3.411 -1.587 -0.48 0.34 -0.50
H 2.138 -3.882 -2.306 -0.71 0.06 -0.22
H 3.625 -3.288 -4.482 -0.21 1.48 0.18
H 3.190 0.316 -6.719 0.07 0.42 -0.81
C -2.462 -6.437 4.504 -0.39 0.44 0.08
C -2.919 -5.704 3.248 -0.77 -1.03 -0.07
C -4.176 -5.115 3.088 0.27 -0.31 1.00
C -4.577 -4.677 1.850 -1.15 0.08 0.72
C -3.726 -4.774 0.832 0.71 -0.84 -2.22
C -2.520 -5.434 0.864 -0.38 0.61 1.83
C -2.176 -5.928 2.096 2.02 -0.02 0.04
S -4.150 -4.138 -0.718 -0.56 1.32 -0.50
O -5.589 -3.784 -0.758 1.46 -0.52 0.16
O -3.733 -5.125 -1.703 -0.14 0.02 -0.20
N -3.188 -2.860 -0.552 -1.10 -1.21 -0.81
C -3.431 -1.929 -1.506 -0.04 1.43 -0.71
C -3.652 -2.107 -2.915 0.26 1.06 2.75
C -3.873 -0.949 -3.661 -0.41 -1.04 -1.73
C -3.833 0.318 -3.184 -0.15 0.67 -0.17
C -3.736 0.539 -1.796 0.49 1.19 -1.54
C -3.878 1.854 -1.260 -1.43 0.16 -0.41
C -4.016 1.966 0.075 -0.80 1.03 1.35
C -3.807 0.823 0.884 1.03 0.77 -0.89
N -3.498 -0.325 0.358 -0.01 -1.13 1.82
C -3.527 -0.545 -0.959 -0.09 -0.65 -0.72
H -1.703 -5.862 5.072 -0.47 -0.28 -0.19
H -1.992 -7.365 4.145 -0.20 0.16 0.51
H -3.345 -6.661 5.152 0.85 0.10 -0.36
H -4.867 -5.030 3.913 0.04 -0.05 0.30
H -5.549 -4.323 1.550 -0.35 0.37 0.65
H -1.850 -5.374 0.056 0.53 -0.41 -1.00
H -1.179 -6.405 2.177 -0.65 0.08 0.15
H -3.683 -3.075 -3.379 0.02 -0.26 0.13
H -4.149 -1.165 -4.713 0.46 0.59 0.45
H -3.915 1.178 -3.836 -0.20 -0.05 -0.10
H -4.189 2.742 -1.853 0.72 -0.92 -0.05
H -4.376 2.914 0.555 0.71 -0.87 -0.51
H -3.676 1.004 1.944 -0.33 -0.53 0.31
C 4.507 1.330 3.807 1.31 0.23 -0.64
C 4.536 2.061 2.448 -1.17 -0.18 -0.77
N 3.111 2.210 1.986 0.59 0.12 0.44
C 2.720 3.371 1.141 -1.33 -0.46 -0.53
S 4.020 3.579 -0.217 -0.22 0.15 0.20
N 2.782 4.606 1.980 1.27 -0.49 -2.18
C 2.133 4.641 3.238 -0.76 -0.08 1.14
C 3.097 5.283 4.263 -1.04 0.19 -0.12
H 5.483 0.866 4.012 0.06 0.30 0.06
H 3.842 0.492 3.750 -0.70 -0.37 -0.10
H 4.238 1.938 4.651 -0.28 0.40 0.29
H 5.163 1.444 1.758 -0.53 0.41 0.16
H 4.981 3.073 2.377 -0.08 -0.62 0.64
H 2.778 1.360 1.553 -0.06 -0.03 -0.01
H 3.792 4.763 1.999 -0.43 0.49 0.46
H 1.821 3.624 3.538 0.27 0.20 0.16
H 1.181 5.210 3.169 0.45 0.00 0.09
H 3.882 4.572 4.448 0.49 -0.32 0.33
H 2.621 5.594 5.229 0.34 -0.27 -0.82
H 3.551 6.147 3.763 -0.09 0.09 0.31
C 0.962 4.739 -1.424 2.40 -0.49 -1.05
C 0.423 4.018 -0.197 -1.63 0.40 -1.54
C -0.152 5.143 0.691 0.08 -0.38 1.68
C -0.805 3.228 -0.779 0.65 0.18 0.64
C 1.271 2.988 0.508 1.60 0.26 1.19
H 0.228 5.114 -2.118 -0.77 0.45 0.20
H 1.629 4.174 -2.153 -0.64 0.11 0.94
H 1.643 5.520 -1.105 0.03 0.41 -0.05
H -0.911 5.857 0.344 0.26 -0.21 -0.80
H 0.702 5.708 1.090 -0.29 -0.05 0.02
H -0.663 4.636 1.538 0.37 0.26 -0.13
H -1.563 3.996 -0.975 -0.26 -0.49 -0.22
H -1.156 2.493 -0.019 -0.01 0.39 -0.69
H -0.501 2.736 -1.731 -0.49 0.11 0.58
H 0.580 2.684 1.308 0.47 -0.35 0.42
```
Positions in Å, forces in eV/Å.

Calculated values
Total charge: -2
E in eV: -83821.148
Gap between HOMO and LUMO in Ha: 0.2060
E_HOMO in eV: -1.88
ΔE to the lowest compared entry with this formula, charge and spin in eV: 0.000
Spin multiplicity: 1

These are the Mulliken partial charges, in e, on atoms 1 to 99: 1.47, -0.01, 0.18, 0.70, -0.92, -0.69, -0.41, 0.17, -0.15, 0.02, -0.04, -0.34, 0.39, 0.17, 0.39, 0.30, -1.01, 0.15, 0.03, 0.33, -0.24, 0.00, 0.45, -0.61, -0.69, 0.53, -0.83, -0.63, 0.01, 0.36, 0.38, 0.29, 0.44, -1.31, 0.94, -0.80, -0.14, -0.01, -0.74, -0.55, 1.21, -0.79, -0.77, 0.13, -0.55, -0.68, -0.56, -1.09, 1.69, -0.54, -0.40, -0.60, -0.17, 0.05, 0.26, 0.35, 0.35, 0.34, 0.51, 0.52, 0.19, 0.59, 0.28, 0.41, 0.34, 0.31, 0.38, -1.19, -0.41, 0.36, 0.78, -0.36, -0.11, -0.03, -1.36, 0.43, 0.23, 0.24, 0.29, 0.33, -0.03, 0.29, 0.24, 0.30, 0.25, 0.39, 0.32, -1.65, 2.76, -1.99, -0.90, -2.87, 0.33, 0.22, 0.43, 0.35, 0.40, 0.39, 0.69